{"formula": "C37H61BN6O3PS5Sc", "method": "ωB97M-V/def2-TZVPD", "species": ["Sc", "C", "C", "C", "C", "N", "C", "C", "N", "B", "N", "C", "C", "N", "C", "S", "C", "C", "C", "C", "N", "C", "C", "N", "C", "S", "C", "C", "C", "C", "C", "S", "H", "H", "H", "H", "H", "H", "H", "H", "H", "H", "H", "H", "H", "H", "H", "H", "H", "H", "H", "H", "H", "H", "H", "H", "H", "H", "H", "H", "H", "H", "H", "H", "H", "H", "C", "C", "O", "P", "S", "S", "O", "C", "C", "H", "H", "H", "H", "H", "H", "H", "H", "H", "H", "C", "C", "C", "C", "C", "C", "C", "C", "C", "C", "C", "C", "O", "H", "H", "H", "H", "H", "H", "H", "H", "H", "H", "H", "H", "H", "H", "H", "H", "H"], "positions_angstrom": [[-0.041276, 0.138747, 0.847302], [-3.909793, 2.553173, -0.348626], [-4.646635, 1.415182, -1.054159], [-5.803105, 0.885219, -0.206014], [-5.178295, 1.957731, -2.380104], [-3.727437, 0.274226, -1.335266], [-3.628453, -0.372863, -2.556312], [-2.801275, -1.415862, -2.385469], [-2.382294, -1.426428, -1.068702], [-1.494647, -2.650923, -0.619158], [-0.360511, -2.808412, -1.643550], [-0.060638, -4.018120, -2.233310], [0.965555, -3.827707, -3.079453], [1.294035, -2.475890, -3.020617], [0.482359, -1.863548, -2.118716], [0.517024, -0.220865, -1.665608], [2.465921, -1.844619, -3.686577], [2.018378, -0.601949, -4.463513], [3.075263, -2.837615, -4.675294], [3.503314, -1.495827, -2.620575], [-1.002411, -2.627973, 0.869224], [-1.955589, -2.946806, 1.836153], [-1.330378, -3.281930, 2.964519], [0.038979, -3.194858, 2.723979], [0.242357, -2.833066, 1.425796], [1.748532, -2.713830, 0.662038], [1.097011, -3.592340, 3.695209], [1.717642, -4.908831, 3.230631], [0.460019, -3.813406, 5.068916], [2.153243, -2.488512, 3.824047], [-2.976824, -0.396211, -0.426349], [-2.780199, 0.020478, 1.225373], [-4.616425, 3.377110, -0.224523], [-3.070538, 2.899395, -0.958025], [-3.525221, 2.261440, 0.625490], [-6.526289, 1.684424, -0.029600], [-5.435303, 0.529323, 0.756307], [-6.308596, 0.063243, -0.718533], [-5.753524, 2.856808, -2.163463], [-5.840780, 1.251928, -2.884433], [-4.356078, 2.233578, -3.044218], [-4.089501, -0.009247, -3.451722], [-2.438155, -2.131607, -3.101224], [-2.190174, -3.641485, -0.726065], [-0.602488, -4.913038, -1.987295], [1.469365, -4.530263, -3.712050], [1.103533, -0.805033, -5.023490], [2.805398, -0.330385, -5.169346], [1.819559, 0.242729, -3.806120], [2.347556, -3.154596, -5.425289], [3.484958, -3.717685, -4.177885], [3.896074, -2.338300, -5.188959], [3.060154, -0.852637, -1.860946], [4.343536, -0.972036, -3.082669], [3.872824, -2.401976, -2.136192], [-3.006932, -2.881061, 1.629771], [-1.746403, -3.526075, 3.920211], [0.968160, -5.703821, 3.226723], [2.520040, -5.189845, 3.916921], [2.132172, -4.801854, 2.229244], [-0.260066, -4.632448, 5.062264], [-0.022861, -2.909447, 5.443628], [1.257322, -4.081211, 5.761615], [2.900747, -2.565246, 3.036869], [2.645173, -2.581481, 4.794272], [1.692357, -1.500737, 3.750005], [-3.103374, 5.798065, -2.353537], [-1.627674, 5.856042, -2.022339], [-1.345834, 4.949961, -0.950465], [-0.457786, 3.634405, -1.235158], [-0.460405, 2.719354, 0.543118], [-1.017176, 2.718207, -2.874683], [0.976647, 4.353930, -1.472853], [2.098276, 3.544163, -1.830721], [3.304316, 4.046560, -1.069268], [-3.376575, 6.618717, -3.022110], [-3.694644, 5.881252, -1.440001], [-3.339826, 4.849459, -2.836676], [-1.337533, 6.850057, -1.677425], [-1.025145, 5.604836, -2.896394], [2.243934, 3.619734, -2.910781], [1.905272, 2.492137, -1.602214], [3.512852, 5.088314, -1.319374], [4.183368, 3.444654, -1.313596], [3.121149, 3.981484, 0.003665], [-0.993710, -0.140967, 5.259161], [-1.124306, 1.181787, 4.498403], [-2.157873, 2.087029, 5.158263], [0.230140, 1.834876, 4.307660], [0.636318, 2.934923, 5.044979], [1.874709, 3.527539, 4.825621], [2.690967, 3.011860, 3.835406], [2.323638, 1.908851, 3.066335], [3.322553, 1.433354, 2.018790], [2.723296, 0.818438, 0.754187], [4.328304, 0.457060, 2.638291], [1.086547, 1.294498, 3.322799], [0.678718, 0.201162, 2.664273], [-1.971765, -0.614397, 5.392173], [-0.554641, 0.030560, 6.246562], [-0.349974, -0.824708, 4.704813], [-1.490954, 0.939942, 3.498384], [-1.926055, 2.262980, 6.213177], [-3.142988, 1.616902, 5.112608], [-2.218571, 3.053847, 4.655705], [-0.028540, 3.353219, 5.791269], [2.181386, 4.394011, 5.397906], [3.645318, 3.487185, 3.625767], [3.872701, 2.330350, 1.715705], [2.364003, -0.184478, 0.981063], [3.467921, 0.717869, -0.038200], [1.912355, 1.444156, 0.366114], [3.811273, -0.443081, 2.979925], [4.834468, 0.905619, 3.495761], [5.083006, 0.156315, 1.905679]], "forces_ev_per_angstrom": [[-1.015, -0.203, -1.146], [0.005, 0.127, -0.072], [0.065, 0.053, 0.043], [0.001, 0.021, 0.025], [0.049, -0.037, 0.003], [-0.273, 0.062, -0.154], [0.077, 0.130, 0.092], [0.113, 0.037, 0.086], [-0.118, -0.307, 0.103], [0.038, -0.037, 0.026], [-0.187, 0.011, -0.025], [0.025, 0.086, 0.063], [0.000, 0.157, 0.027], [0.243, -0.063, -0.085], [0.100, -0.172, 0.210], [-0.249, 0.009, -0.198], [-0.062, 0.003, -0.022], [0.026, 0.080, -0.032], [-0.058, -0.021, 0.008], [0.029, 0.034, 0.037], [-0.034, -0.179, 0.029], [0.030, 0.114, -0.275], [0.224, -0.004, 0.074], [-0.019, -0.091, 0.231], [-0.162, -0.123, -0.094], [-0.145, 0.046, -0.128], [-0.009, 0.024, -0.001], [0.042, -0.051, 0.014], [-0.024, 0.059, -0.042], [0.057, 0.035, 0.038], [0.318, 0.003, -0.036], [0.209, -0.302, 0.117], [0.008, 0.044, 0.007], [-0.237, -0.089, 0.068], [-0.093, 0.114, -0.170], [0.019, -0.005, -0.005], [-0.027, 0.009, -0.020], [-0.011, 0.006, -0.013], [-0.024, 0.012, -0.007], [0.012, -0.039, -0.022], [-0.012, 0.020, 0.033], [-0.076, 0.022, -0.001], [-0.002, -0.008, 0.023], [0.030, 0.040, -0.027], [-0.029, 0.016, 0.001], [0.048, 0.016, -0.041], [0.031, -0.035, -0.031], [0.008, 0.037, -0.013], [0.016, -0.094, -0.074], [0.015, 0.011, -0.014], [-0.031, -0.008, 0.027], [0.002, -0.007, -0.002], [0.048, -0.019, -0.024], [-0.008, -0.020, -0.010], [-0.005, 0.000, -0.006], [0.008, 0.048, -0.015], [0.029, -0.033, 0.079], [-0.004, -0.009, 0.002], [-0.013, -0.007, -0.009], [-0.002, -0.014, 0.046], [-0.027, -0.012, -0.015], [0.007, -0.010, -0.015], [-0.010, -0.006, 0.005], [-0.073, 0.007, 0.093], [0.029, -0.011, 0.019], [0.026, -0.069, 0.020], [-0.030, 0.031, -0.023], [-0.032, -0.006, 0.019], [0.123, 0.018, -0.022], [0.022, 0.077, 0.002], [0.063, 0.159, -0.011], [-0.020, -0.036, -0.029], [-0.052, 0.041, 0.019], [0.023, 0.002, 0.004], [0.038, -0.038, 0.004], [0.004, -0.033, -0.018], [0.009, 0.022, -0.009], [0.001, -0.001, 0.025], [0.007, 0.007, 0.042], [0.000, 0.006, -0.021], [-0.014, -0.010, -0.028], [-0.034, 0.013, 0.016], [-0.010, -0.011, -0.002], [-0.011, 0.013, 0.005], [-0.009, -0.017, 0.013], [0.015, 0.013, -0.036], [0.024, 0.020, 0.014], [-0.002, -0.004, 0.048], [-0.110, 0.000, 0.047], [0.023, 0.005, -0.006], [-0.042, -0.055, -0.038], [-0.021, 0.018, -0.051], [0.102, 0.029, -0.023], [0.025, -0.038, 0.029], [0.010, 0.173, 0.285], [-0.024, -0.026, 0.033], [0.016, -0.267, 0.100], [0.630, 0.413, 1.018], [0.013, 0.004, -0.017], [-0.014, -0.008, 0.012], [-0.007, 0.039, 0.020], [-0.027, 0.001, -0.031], [-0.003, 0.009, -0.010], [0.008, 0.003, 0.010], [-0.001, -0.012, -0.008], [0.008, 0.001, 0.003], [0.002, 0.003, 0.004], [0.002, -0.005, 0.014], [0.039, 0.004, 0.001], [0.117, -0.115, -0.149], [0.037, 0.046, 0.005], [0.139, 0.064, -0.046], [0.022, 0.042, -0.015], [-0.007, -0.009, -0.005], [-0.005, 0.002, 0.000]], "lowdin_charge": [0.251, -0.082, -0.539, -0.040, -0.055, 0.014, -0.039, -0.058, 0.032, -0.582, 0.004, -0.064, -0.046, 0.005, -0.667, 0.687, -0.546, -0.054, -0.061, -0.038, 0.018, -0.119, -0.042, 0.002, -0.678, 0.740, -0.540, -0.050, -0.053, -0.064, -0.644, 0.703, 0.089, 0.013, 0.007, 0.086, 0.049, 0.085, 0.086, 0.079, 0.075, 0.111, 0.126, 0.124, 0.117, 0.104, 0.094, 0.081, 0.031, 0.088, 0.080, 0.084, 0.032, 0.090, 0.088, 0.109, 0.111, 0.085, 0.087, 0.033, 0.079, 0.075, 0.086, 0.035, 0.086, 0.068, -0.089, -0.322, -0.361, -0.124, 0.387, 0.240, -0.345, -0.324, -0.073, 0.070, 0.075, 0.049, 0.113, 0.084, 0.112, 0.064, 0.073, 0.076, 0.070, -0.055, -0.369, -0.080, -0.133, -0.050, -0.103, -0.060, -0.133, -0.345, -0.134, -0.046, -0.296, -0.260, 0.079, 0.086, 0.047, 0.079, 0.071, 0.074, 0.084, 0.096, 0.087, 0.107, 0.117, -0.007, 0.089, -0.006, 0.064, 0.076, 0.078], "relative_energy_kj_mol": 55.0, "orbital_gap_ev": [4.358, 7.159], "spin_multiplicity": 2, "s_squared": 0.7514, "energy_ha": -5119.05993, "charge": -1, "e_lumo_ev": [2.38, 2.37]}